Entry 1:
Molecular formula: C17H17BrN2O4PtS2
Method: DFT, ωB97M-V/def2-TZVPD

```
44
Properties=species:S:1:pos:R:3:forces:R:3:lowdin_spin:R:1
Pt 0.17718 1.10291 0.39849 0.706 -1.031 0.519 1.690
Br 2.84925 2.10420 -2.29838 -1.163 0.557 1.613 0.009
C 1.61309 3.27924 -1.28234 0.066 0.751 -0.495 0.027
C 1.79474 4.65079 -1.63430 0.421 -1.588 0.065 0.003
C 0.74033 5.50890 -1.57650 0.167 1.289 0.625 0.008
C -0.42668 5.08988 -0.94379 -1.478 0.324 0.234 0.003
C -0.51239 3.80518 -0.45450 1.652 -0.192 -0.091 0.013
N 0.53644 2.89023 -0.55552 0.648 2.184 -2.360 0.100
C -1.72533 3.22327 0.19688 -0.917 2.531 0.400 0.019
O -2.62900 3.94772 0.55543 0.513 -0.806 -0.260 0.062
O -1.66333 1.94320 0.28986 -0.977 -1.300 0.282 0.276
H 2.77066 4.97020 -1.95850 0.018 -0.093 -0.486 0.001
H 0.87108 6.55435 -1.92870 -0.250 -0.890 0.268 0.001
H -1.29140 5.78792 -0.80407 0.814 -0.939 -0.209 0.001
C 3.10033 0.43431 1.39505 1.081 -0.693 -0.359 0.007
O 2.09691 0.12977 0.37069 -0.032 -0.857 0.589 0.144
C 2.15687 -1.19149 -0.32609 1.402 0.702 -0.239 0.010
C 1.83984 -2.38094 0.57907 0.348 -0.245 -0.510 0.002
O 1.83027 -3.47081 -0.38608 -0.003 1.760 0.857 0.001
C 1.59752 -4.80537 0.04152 1.107 -0.239 0.429 0.000
H 3.12419 1.51638 1.49944 -0.082 0.015 -0.090 0.000
H 4.10102 0.09531 0.99518 -1.064 0.282 0.573 0.002
H 2.88998 -0.01671 2.39811 -0.034 0.094 -1.054 0.003
H 3.19665 -1.24744 -0.78150 -1.239 -0.115 0.631 0.003
H 1.44725 -1.11100 -1.15195 0.004 0.027 0.142 0.002
H 0.86269 -2.19206 1.09528 0.613 -0.543 -0.444 0.000
H 2.64744 -2.40868 1.35595 -0.581 -0.625 -0.526 0.000
H 2.53392 -5.40185 -0.02695 -0.505 0.440 -0.039 0.000
H 0.86181 -5.24865 -0.61342 -0.278 -0.077 -0.036 0.000
H 1.29260 -4.82129 1.07899 -0.360 -0.146 0.248 0.000
S -0.36363 0.85759 3.14314 -0.780 -0.883 -1.108 0.767
C -1.36365 -0.25168 2.30591 1.051 0.031 -2.010 0.086
N -0.96652 -0.55310 1.00530 -3.125 -0.353 -0.353 0.136
C -2.07969 -1.10156 0.24421 2.768 0.090 0.504 0.140
C -2.12599 -1.58523 -1.08789 1.046 0.270 0.578 0.002
C -3.11018 -2.48911 -1.44122 1.310 0.413 -1.610 0.105
C -4.14623 -2.83967 -0.55422 -1.265 0.102 1.170 0.098
C -4.24404 -2.22205 0.68218 0.236 -0.341 0.096 -0.001
C -3.15290 -1.40851 1.06189 -1.419 -0.550 1.512 0.156
S -2.91662 -0.89821 2.66834 -0.312 0.264 0.834 0.120
H -1.27655 -1.29569 -1.70512 -0.408 -0.366 -0.317 -0.001
H -3.04119 -2.94202 -2.47033 -0.281 0.490 1.298 0.003
H -4.89587 -3.58444 -0.84107 0.326 0.333 0.035 0.003
H -5.00080 -2.42377 1.46156 0.257 -0.078 -0.906 -0.002
```
Forces are in eV/Å.

## Properties
- Orbital gap (alpha / beta): 0.2719 / 0.1667 Eh
- Energy: -124012.1065 eV
- Energy above the lowest of the compared OMol25 structures with the same formula, charge and spin: 21.7 kJ/mol
- Charge: +2
- HOMO energy (alpha / beta): -14.37 / -15.22 eV
- LUMO energy (alpha / beta): -6.970 / -10.687 eV
- 2S+1: 5



Entry 2:
Molecular formula: C17H17Cl2N5O3RuS2
Method: DFT, ωB97M-V/def2-TZVPD

```
47
Properties=species:S:1:pos:R:3:forces:R:3:lowdin_spin:R:1
Ru 0.28035 -0.25015 -0.76160 0.581 -0.094 0.602 2.718
C 2.55044 1.63061 0.51500 0.001 -0.020 0.036 0.008
N 2.21650 0.20924 0.66258 -0.074 -0.071 0.038 0.125
C 1.93987 -0.27497 2.01818 -0.023 0.025 -0.023 0.009
C 0.47941 -0.58019 2.17440 0.001 0.035 -0.081 0.021
N -0.38841 -0.54043 1.17345 -0.363 -0.299 0.017 0.045
C -1.63771 -0.95154 1.68870 0.221 0.202 -0.198 0.012
C -2.88509 -1.08875 1.08928 -0.001 0.005 -0.024 0.004
C -3.92231 -1.50361 1.89765 -0.005 -0.023 0.085 0.001
C -3.73190 -1.76611 3.26533 -0.107 -0.009 -0.071 0.001
C -2.50084 -1.62133 3.86716 0.038 0.014 -0.016 0.002
C -1.46314 -1.21012 3.04058 0.145 -0.016 0.232 0.003
N -0.11227 -0.96111 3.30456 -0.090 -0.001 0.044 0.012
C 1.34064 2.38969 0.06999 0.027 -0.032 0.048 0.022
N 0.21317 1.79658 -0.29861 -0.061 0.135 -0.346 0.032
C -0.71278 2.82770 -0.55889 0.070 -0.304 0.059 0.003
C -2.05772 2.78724 -0.90979 -0.051 -0.016 -0.027 0.006
C -2.69751 3.99816 -1.07859 0.025 0.082 0.003 0.000
C -2.02555 5.21998 -0.90099 -0.097 -0.051 -0.022 0.004
C -0.69773 5.26665 -0.53287 0.024 -0.022 0.016 0.002
C -0.06896 4.04036 -0.36265 0.209 0.172 0.075 0.003
N 1.23307 3.71654 0.03585 -0.092 0.030 0.016 0.012
H 3.36105 1.74224 -0.20608 -0.043 -0.018 -0.084 0.001
H 2.90729 2.05210 1.45815 0.048 0.002 0.001 0.002
H 2.90496 -0.36334 0.19227 0.096 0.002 0.069 0.001
H 2.24521 0.45484 2.77150 0.001 0.013 0.009 0.002
H 2.51538 -1.18235 2.21108 -0.014 -0.030 -0.012 0.002
H -3.05216 -0.87601 0.04328 0.013 -0.005 -0.003 0.000
H -4.90823 -1.62735 1.47109 0.005 -0.003 0.015 0.000
H -4.57546 -2.08735 3.86047 0.000 0.001 -0.009 0.000
H -2.35827 -1.81761 4.92109 0.018 0.001 -0.013 0.000
H 0.34450 -1.05217 4.19978 -0.017 -0.012 0.017 0.000
H -2.59133 1.85451 -1.02539 0.014 -0.015 -0.004 0.000
H -3.74587 4.01154 -1.34370 0.006 0.005 -0.003 0.000
H -2.56726 6.14489 -1.04356 -0.002 -0.013 -0.003 0.000
H -0.18479 6.20611 -0.37751 0.008 -0.018 -0.007 0.000
H 1.96100 4.36972 0.28309 -0.007 0.029 0.001 0.000
O 0.75354 -1.86709 -3.59824 0.157 0.011 0.065 0.044
S 1.73562 -1.96718 -2.56615 -0.214 0.094 -0.194 0.025
O 2.08011 -0.62218 -1.95223 -0.509 -0.019 -0.162 0.092
O 2.82200 -2.86356 -2.65578 0.047 0.098 0.183 0.032
S 0.48340 -2.51120 -0.84352 -0.016 0.103 -0.102 0.642
Cl 0.08088 1.27673 -3.41910 -0.135 -0.034 -0.138 0.030
C -1.42833 0.44802 -3.79574 0.053 0.008 0.037 0.005
Cl -1.99552 -0.50661 -2.37263 0.143 0.105 -0.109 0.075
H -1.25745 -0.26070 -4.59622 0.011 -0.028 -0.007 0.001
H -2.19217 1.18241 -4.01860 -0.040 -0.023 -0.012 0.001
```
Forces are in eV/Å.

## Properties
- Orbital gap (alpha / beta): 0.2692 / 0.2021 Eh
- Energy: -80780.1241 eV
- Energy above the lowest of the compared OMol25 structures with the same formula, charge and spin: 63.2 kJ/mol
- Charge: +2
- HOMO energy (alpha / beta): -14.99 / -14.94 eV
- LUMO energy (alpha / beta): -7.669 / -9.440 eV
- 2S+1: 5



Entry 3:
Molecular formula: C17H17Cl5N6O7Zn
Method: DFT, ωB97M-V/def2-TZVPD

```
53
Properties=species:S:1:pos:R:3:forces:R:3:nbo_charge:R:1
Zn -0.51913 0.01170 -0.07344 0.348 0.044 -0.176 1.728
O -1.08571 -2.20681 5.03652 0.321 0.087 -0.168 -0.648
C 0.00345 -1.48454 4.99542 -1.484 1.010 -0.264 0.811
O 0.93328 -1.65729 5.76445 -0.057 0.331 0.919 -0.665
C 0.09114 -0.43473 3.94459 -0.199 -0.411 -0.092 -0.289
C 1.07345 0.52662 3.88483 0.152 0.147 0.021 0.031
N 0.90322 1.18792 2.73054 0.158 0.067 0.079 -0.319
N -0.13092 0.72380 2.02337 -0.028 -0.273 0.389 -0.336
C -0.64239 -0.26262 2.74257 -0.175 0.079 -0.140 0.054
C -1.85792 -0.96247 2.16097 -0.124 -0.108 -0.255 0.774
O -2.52561 -1.67259 2.92611 0.309 -0.012 0.267 -0.668
O -2.08381 -0.73629 0.93695 0.121 0.097 0.456 -0.794
H -1.72406 -1.98623 4.26541 -0.078 0.029 -0.067 0.523
H 1.84522 0.77196 4.59803 -0.026 0.024 -0.096 0.240
H 1.39649 1.99510 2.38109 0.011 0.122 -0.044 0.435
N 1.81992 0.09280 -0.24556 0.043 -0.078 -0.194 -0.884
C 2.37442 -1.18403 0.19963 -0.245 -0.013 0.020 -0.166
C 3.71994 -1.52134 -0.46220 -0.024 -0.091 -0.001 -0.404
C 4.50085 -2.74253 0.04592 -0.146 0.034 0.251 -0.408
C 4.76515 -2.72844 1.56588 -0.017 0.102 -0.317 -0.227
N 3.54973 -3.10432 2.27659 -0.658 -0.263 -0.864 -0.600
C 3.20478 -2.77038 3.49939 -0.775 -0.055 0.307 0.678
N 1.96461 -3.05700 3.92463 1.154 -0.611 -1.489 -0.780
N 4.04863 -2.12834 4.32497 -0.013 -0.024 0.009 -0.793
C 1.26361 -2.25747 -0.00674 0.141 -0.840 0.180 0.777
O 1.50024 -3.45517 0.27609 0.660 0.811 0.468 -0.730
O 0.15675 -1.85718 -0.44201 -0.377 0.377 -0.222 -0.820
H 1.80535 0.15364 -1.26028 -0.010 -0.022 -0.004 0.388
H 2.34420 0.89505 0.07166 0.076 0.084 0.118 0.379
H 2.53674 -1.09142 1.27826 -0.114 0.029 0.049 0.189
H 4.36423 -0.64806 -0.32804 -0.012 0.110 -0.043 0.197
H 3.54420 -1.61844 -1.53847 0.091 -0.069 0.033 0.221
H 5.46633 -2.76004 -0.46109 0.026 0.019 0.029 0.222
H 3.98534 -3.66674 -0.22348 0.004 0.044 0.090 0.242
H 5.07716 -1.72436 1.87637 0.020 0.026 -0.024 0.185
H 5.57540 -3.41935 1.80584 -0.026 -0.052 0.033 0.209
H 2.73597 -3.34848 1.65906 0.546 -0.222 -0.013 0.464
H 1.29746 -3.35891 3.22546 0.133 -0.132 0.030 0.418
H 1.59290 -2.58095 4.73056 0.313 -0.146 0.629 0.421
H 5.02956 -2.10790 4.11857 0.056 0.028 -0.015 0.412
H 3.76209 -1.94014 5.27069 -0.039 -0.076 0.030 0.426
Cl -3.23265 6.49600 0.75825 0.040 -0.054 0.004 0.047
C -2.42425 5.06384 0.23917 -0.025 0.043 -0.003 -0.126
C -1.06249 4.90109 0.46098 0.090 -0.074 -0.029 -0.055
Cl -0.17273 6.13296 1.27505 -0.011 -0.018 0.013 0.044
C -0.41654 3.74652 0.02437 -0.092 0.024 0.116 -0.163
Cl 1.28384 3.53922 0.34584 -0.062 -0.030 -0.093 -0.019
C -1.08978 2.71602 -0.65891 0.093 -0.145 -0.061 0.404
O -0.46198 1.65304 -1.09011 -0.277 0.118 0.154 -0.928
C -2.47459 2.91513 -0.86623 0.065 0.032 -0.079 -0.155
Cl -3.33050 1.69702 -1.73032 0.089 -0.076 0.082 0.053
C -3.12706 4.05689 -0.42434 0.008 -0.038 -0.043 -0.056
Cl -4.81304 4.24192 -0.71310 0.024 0.018 0.017 0.060
```
Forces are in eV/Å.

## Properties
- Orbital gap: 0.2841 Eh
- Energy: -152212.9007 eV
- Energy above the lowest of the compared OMol25 structures with the same formula, charge and spin: 3.4 kJ/mol
- HOMO energy: -8.15 eV
- LUMO energy: -0.422 eV